P:
DFT (the ωB97M-V functional and the def2-TZVPD basis) results for C6H9I as an isolated structure.

Last column: natural (NBO) charge in e.
Element x y z (Å)
C  -0.1012  -1.4190  -0.3203  -0.1224
C  -0.6960  -1.0705  0.8081  -0.2716
C  0.4760  -0.0528  -0.6992  -0.2804
C  -0.1805  0.3955  0.6253  0.0148
C  2.0116  0.1423  -0.7643  -0.6050
C  -0.3752  1.5209  1.2926  -0.4356
I  -3.7623  -0.4242  -0.8696  -0.1210
H  -0.1125  -2.2373  -1.0138  0.2072
H  -1.1510  -1.4969  1.6926  0.2309
H  -0.0050  0.3582  -1.6841  0.2118
H  2.0432  1.2278  -0.6688  0.2177
H  2.3639  -0.2571  -1.7636  0.2132
H  2.4851  -0.3928  0.0396  0.2134
H  -2.4153  -0.2084  -0.0294  0.1071
H  0.2046  2.4087  1.0106  0.2069
H  -0.7854  1.5055  2.3444  0.2127

## Properties
* HOMO-LUMO gap: 9.764 eV
* highest occupied orbital energy: -9.18 eV
* M: 208.04 g/mol



Q:
DFT (the ωB97M-V functional and the def2-TZVPD basis) results for one molecule with the formula C6H9I.

Last column: natural (NBO) charge in e.
Element x y z (Å)
C  0.9805  2.0502  0.0578  -0.6727
C  0.6057  0.6250  0.0295  -0.0066
C  1.2912  -0.4811  0.2022  -0.1173
I  3.1745  -0.7056  1.2473  0.0505
C  0.3130  -1.5488  -0.1671  -0.4807
C  -0.7239  -0.4668  -0.6165  -0.1495
C  -2.0435  -0.4744  0.1801  -0.6397
H  1.9325  1.9860  0.6663  0.2425
H  0.2208  2.7437  0.4581  0.2323
H  1.2371  2.4667  -1.0470  0.2260
H  0.6889  -1.9136  -1.0888  0.2141
H  0.2302  -2.4052  0.6262  0.2282
H  -0.8004  -0.2264  -1.7140  0.2179
H  -2.7270  0.1927  -0.3310  0.2176
H  -1.9106  -0.3246  1.2669  0.2239
H  -2.4687  -1.5179  0.2300  0.2136

## Properties
* structure (SMILES): CC1=C(I)C[C@H]1C
* HOMO-LUMO gap: 9.442 eV
* highest occupied orbital energy: -8.76 eV
* M: 208.04 g/mol



It turns out Q is the most stable, with the second structure 1.3 kcal/mol higher.



P:
DFT (the ωB97M-V functional and the def2-TZVPD basis) results for an isolated ion of composition C2H2NO3 and charge -1.

Last column: natural (NBO) charge in e.
Element x y z (Å)
H  2.6305  0.5743  0.3658  0.3122
N  1.7558  0.9631  0.0301  -0.7895
C  0.7849  0.1449  -0.0779  0.4142
O  -0.4059  0.6560  -0.3572  -0.6139
C  -1.7297  -0.2941  -0.0695  0.9857
O  -2.6832  0.3945  0.1265  -0.6802
O  -1.4742  -1.5337  -0.0894  -0.7623
H  1.1218  -0.9049  0.0717  0.1340

## Properties
* structure (SMILES): [H]/N=C/OC(=O)[O-]
* total charge: -1
* HOMO-LUMO gap: 9.524 eV
* highest occupied orbital energy: -5.19 eV
* M: 88.04 g/mol



Q:
DFT (the ωB97M-V functional and the def2-TZVPD basis) results for a 2-piece molecular cluster, C2H2NO3 overall.

Last column: natural (NBO) charge in e.
Element x y z (Å)
C  1.5012  0.9670  -0.5509  0.1052
C  2.5661  -0.2192  -0.0367  0.7404
N  0.6561  1.7068  -0.6444  -0.4443
O  3.2934  -0.5062  -0.9550  -0.7061
O  -0.2362  -1.0915  0.7867  -0.9359
O  2.5672  -0.6504  1.1032  -0.6846
H  0.1551  -1.7935  0.1122  0.4512
H  0.3093  -0.3797  0.4343  0.4741

## Properties
* total charge: -1
* HOMO-LUMO gap: 9.709 eV
* highest occupied orbital energy: -5.38 eV
* M: 88.04 g/mol



It turns out P is the most stable, with the second structure 9.7 kcal/mol higher.



P:
DFT (the ωB97M-V functional and the def2-TZVPD basis) results for one molecule with the formula C11H17N5O4.

Last column: natural (NBO) charge in e.
Element x y z (Å)
N  -4.5973  4.2767  -1.2261  -0.8495
C  -4.8129  3.1934  -0.4618  0.6931
O  -5.6272  3.3205  0.4451  -0.6174
C  -3.8425  1.9622  -0.8734  -0.4804
C  -2.5402  1.6058  -0.4372  -0.4060
C  -2.0211  0.1191  -0.8438  -0.1038
N  -2.7601  -0.9365  0.0926  -0.8597
C  -0.4395  0.3214  -0.3249  0.6996
O  0.0422  1.4394  -0.7698  -0.6317
N  0.1230  -0.6542  0.4204  -0.6339
C  1.5457  -0.8695  0.2184  -0.1495
C  2.2032  -1.4217  1.4029  -0.4104
C  3.7528  -1.6141  1.3968  0.0884
C  4.8090  -0.7611  1.2264  -0.1042
N  5.8872  -1.6082  1.4203  -0.5527
C  5.4332  -2.9499  1.7429  0.1465
N  4.0724  -2.8612  1.7375  -0.4711
C  1.7041  -1.7016  -1.1070  0.7663
O  2.7539  -1.7053  -1.8370  -0.5924
O  0.5898  -2.2650  -1.7499  -0.7434
H  -3.5427  4.5016  -1.6653  0.4099
H  -5.1519  5.0223  -0.6717  0.4149
H  -4.5121  1.0614  -0.5774  0.1845
H  -3.9348  1.8686  -1.8252  0.1990
H  -1.8849  2.3847  -0.9733  0.2268
H  -2.4683  1.6954  0.5900  0.2029
H  -2.1998  -0.0629  -1.9345  0.2280
H  -3.7457  -0.8788  -0.0240  0.3601
H  -2.7054  -0.6488  1.0955  0.3585
H  -0.3348  -1.6044  0.0765  0.4388
H  1.9966  0.1635  -0.1141  0.2710
H  1.9030  -0.6259  2.2548  0.2331
H  1.8051  -2.4116  1.5699  0.2391
H  4.8393  0.2563  0.4621  0.2497
H  6.8372  -1.2742  1.7968  0.4220
H  6.0442  -3.8419  2.3369  0.2349
H  0.7794  -2.4955  -2.8694  0.5389

## Properties
* structure (SMILES): NC(=O)CC[C@H](N)C(=O)N[C@@H](Cc1c[nH]cn1)C(=O)O
* HOMO-LUMO gap: 9.171 eV
* highest occupied orbital energy: -8.93 eV
* M: 283.29 g/mol



Q:
DFT (the ωB97M-V functional and the def2-TZVPD basis) results for a 2-piece molecular cluster, C11H17N5O4 overall.

Last column: natural (NBO) charge in e.
Element x y z (Å)
C  1.0529  1.4234  2.1524  -0.1405
C  0.7916  1.2444  0.6251  0.7130
C  2.4814  0.8505  2.6692  -0.4543
C  2.5105  -0.6002  2.4427  0.0925
C  3.1242  -1.3578  1.4769  -0.0853
C  1.6721  -2.7121  2.5197  0.2040
C  -0.9508  0.7499  -1.0999  -0.1348
C  -0.6953  2.2588  -1.4538  0.7976
C  -2.5564  0.5525  -1.3785  -0.4022
C  -2.9250  0.2173  -2.8423  -0.5333
C  -2.2221  -0.9393  -3.6167  0.6864
H  0.0445  0.3484  4.0684  0.3631
H  0.1290  -0.4413  2.3121  0.4143
H  1.0129  2.4101  2.4876  0.2269
H  3.3283  1.4434  2.2091  0.2518
H  2.3392  1.0041  3.7888  0.2321
H  3.8728  -1.0016  0.8333  0.2251
H  1.3195  -3.8418  2.6042  0.2116
H  3.5207  -3.5238  1.4410  0.4206
H  -1.0573  0.2242  1.1258  0.4335
H  -0.5645  0.1525  -1.9223  0.2220
H  -3.1411  1.1713  -0.7873  0.2376
H  -2.8961  -0.4734  -1.0029  0.1887
H  -4.0156  0.1938  -3.0786  0.2596
H  -2.7797  1.2397  -3.3640  0.2311
H  -1.6285  -2.1278  -1.7678  0.4363
H  -1.1444  -2.4170  -3.5936  0.4216
H  -0.4824  3.1334  -2.9315  0.4934
N  -0.0972  0.5846  2.7137  -0.8771
N  1.3890  -1.5492  2.9984  -0.5126
N  2.6492  -2.6549  1.5428  -0.5640
N  -0.3778  0.2925  0.2718  -0.6939
N  -1.5088  -1.8210  -2.7833  -0.8957
O  1.4339  1.6615  -0.3730  -0.5970
O  -1.2126  3.1703  -0.8409  -0.6309
O  -2.2492  -1.1105  -4.8536  -0.6114
O  -0.1671  2.2453  -2.5931  -0.6298

## Properties
* HOMO-LUMO gap: 9.366 eV
* highest occupied orbital energy: -9.05 eV
* M: 283.29 g/mol



R:
DFT (the ωB97M-V functional and the def2-TZVPD basis) results for C11H17N5O4 as an isolated structure.

Last column: natural (NBO) charge in e.
Element x y z (Å)
C  1.1654  -0.3865  0.3930  -0.1396
C  -0.2817  -0.3468  -0.1623  0.6907
C  2.0803  -0.4030  -0.8497  -0.4198
C  3.5308  -0.2892  -0.5027  0.0840
C  4.3971  0.5066  -1.2522  -0.1418
C  5.3325  -0.0482  0.4614  0.1766
C  -2.7658  -0.7523  0.3795  -0.1522
C  -2.6621  -2.0562  -0.2498  0.7728
C  -3.5172  0.2884  -0.4228  -0.4258
C  -3.5894  1.6118  0.4085  -0.5084
C  -2.3617  2.2976  -0.1400  0.6777
H  2.0255  -1.4111  1.9174  0.3962
H  0.7024  -2.3650  1.0702  0.3905
H  1.2761  0.6051  0.4764  0.2001
H  2.0027  -1.4189  -1.4900  0.2339
H  1.7910  0.5850  -1.3920  0.2371
H  4.2544  1.3684  -2.1428  0.2208
H  6.0458  0.0463  1.2053  0.1775
H  6.3417  0.9594  -0.8102  0.4150
H  -1.1612  -0.9735  1.5163  0.4214
H  -3.2760  -0.9829  1.2420  0.2167
H  -2.8563  0.6223  -1.2369  0.2799
H  -4.4973  -0.2487  -0.7936  0.2356
H  -3.5667  1.1912  1.5070  0.2085
H  -4.4041  2.2989  0.2110  0.2575
H  -0.8124  3.2295  0.7853  0.3854
H  -1.5664  2.1367  1.7447  0.4011
H  -3.6278  -3.6873  -1.0352  0.5265
N  1.1419  -1.3550  1.4817  -0.8635
N  4.0829  -0.6779  0.7425  -0.4819
N  5.5354  0.4533  -0.6412  -0.4872
N  -1.3209  -0.3798  0.6704  -0.6571
N  -1.6778  2.7804  0.9547  -0.8018
O  -0.4228  -0.5927  -1.3793  -0.6025
O  -1.5226  -2.5622  -0.4130  -0.6058
O  -2.0951  2.5745  -1.4525  -0.6306
O  -3.7209  -2.6185  -0.8012  -0.6875

## Properties
* HOMO-LUMO gap: 8.702 eV
* highest occupied orbital energy: -8.27 eV
* M: 283.29 g/mol



It turns out R is the most stable, with the second structure 1.2 kcal/mol higher.



P:
DFT (the ωB97M-V functional and the def2-TZVPD basis) results for an isolated ion of composition H4N2O2P and charge -1.

Last column: natural (NBO) charge in e.
Element x y z (Å)
N  1.4810  0.0277  0.4779  -0.7095
N  0.3607  -0.8842  0.2085  -0.8304
P  -1.0060  0.1485  -0.2549  2.1070
O  -0.7460  1.6010  0.0477  -1.1812
O  -2.2283  -0.5304  0.1842  -1.1766
H  1.8871  -0.0865  -0.5431  0.3141
H  0.9571  0.9650  0.4142  0.3775
H  0.1080  -1.2733  1.1925  0.3450
H  -0.8135  0.0322  -1.7270  -0.2460

## Properties
* structure (SMILES): NN[P@H](=O)[O-]
* total charge: -1
* HOMO-LUMO gap: 9.684 eV
* highest occupied orbital energy: -4.87 eV
* M: 95.02 g/mol



Q:
DFT (the ωB97M-V functional and the def2-TZVPD basis) results for a 2-piece molecular cluster, H4N2O2P overall.

Last column: natural (NBO) charge in e.
Element x y z (Å)
N  -1.6189  -1.6268  -0.1524  -0.7479
N  -0.6567  -0.9499  0.5375  -0.7009
O  1.1369  0.6291  1.3220  -1.1891
O  0.7613  1.7734  -1.1922  -0.9812
P  0.9564  -0.4861  0.3039  1.0336
H  -0.9849  -2.4048  -0.5988  0.2510
H  1.3480  2.0996  -0.4310  0.4976
H  -1.0379  -0.1650  1.0648  0.3642
H  0.0958  1.1305  -0.8538  0.4726

## Properties
* total charge: -1
* HOMO-LUMO gap (spin up / spin down): 6.612 / 6.206 eV
* highest occupied orbital energy (spin up / spin down): -2.08 / -1.67 eV
* M: 95.02 g/mol



R:
DFT (the ωB97M-V functional and the def2-TZVPD basis) results for an isolated ion of composition H4N2O2P and charge -1.

Last column: natural (NBO) charge in e.
Element x y z (Å)
N  0.4300  -1.2527  0.2901  -1.1985
P  -0.0003  0.3116  -0.5201  2.2663
N  -0.6432  1.1916  0.7948  -1.2002
O  -1.1059  0.0445  -1.4631  -1.1828
O  1.4795  1.1176  -0.9627  -1.1769
H  0.1911  -1.9014  -0.5333  0.3626
H  1.4619  -1.1571  0.1030  0.3755
H  -0.1919  0.7854  1.6576  0.3772
H  -1.6213  0.8604  0.6338  0.3770

## Properties
* structure (SMILES): NP(N)(=O)[O-]
* total charge: -1
* HOMO-LUMO gap: 8.783 eV
* highest occupied orbital energy: -4.24 eV
* M: 95.02 g/mol



It turns out R is the most stable, with the second structure 20.7 kcal/mol higher.



P:
DFT (the ωB97M-V functional and the def2-TZVPD basis) results for CH5NOS2 as an isolated structure.

Last column: natural (NBO) charge in e.
Element x y z (Å)
C  -0.5574  -1.1805  -0.4814  -0.8825
N  0.9227  1.1318  0.3088  -0.8540
O  -1.9197  0.6552  0.8632  -0.8935
S  2.2649  0.1004  0.0644  -0.1811
S  -1.1410  0.5261  -0.3613  1.2478
H  0.4364  -1.2451  -0.0028  0.2681
H  -1.2623  -1.8425  0.0099  0.2558
H  -0.4312  -1.4303  -1.5291  0.2422
H  1.0319  2.0293  -0.1557  0.3992
H  0.6557  1.2555  1.2839  0.3981

## Properties
* HOMO-LUMO gap (spin up / spin down): 6.952 / 7.008 eV
* highest occupied orbital energy (spin up / spin down): -7.99 / -8.02 eV
* M: 111.19 g/mol



Q:
DFT (the ωB97M-V functional and the def2-TZVPD basis) results for a 2-piece molecular cluster, CH5NOS2 overall.

Last column: natural (NBO) charge in e.
Element x y z (Å)
N  -2.6415  -0.1385  0.4277  -0.8285
C  -1.7687  0.1828  -0.5919  0.5298
O  -0.5719  0.1187  -0.4793  -0.5895
H  -2.1223  -0.2384  1.2896  0.3903
H  -3.4721  0.4358  0.5173  0.3880
H  -2.2406  0.4596  -1.5473  0.1095
S  4.0147  -0.9951  0.3375  -0.1546
S  3.2685  0.8692  0.6460  -0.1355
H  3.0098  -1.8047  -0.1137  0.1405
H  2.5242  1.1105  -0.4859  0.1500

## Properties
* structure (SMILES): NC=O.SS
* HOMO-LUMO gap: 9.081 eV
* highest occupied orbital energy: -8.48 eV
* M: 111.19 g/mol



It turns out Q is the most stable, with the second structure 50.8 kcal/mol higher.